Here is a structure of composition C38H42BrCsFNO2Sb2Se2 from OMol25. Energies are from ωB97M-V with the def2-TZVPD basis set.

Last column: Löwdin charge in e.
Cartesian coordinates (Å):
Cs  0.3374  -0.1059  -0.7885  0.646
O  0.6219  4.9417  -4.1402  -0.139
C  1.7250  4.1975  -3.6156  -0.258
C  1.6067  2.6825  -3.8357  -0.603
C  1.8867  2.3647  -5.3083  -0.248
O  1.0781  3.1111  -6.2241  -0.091
C  2.6936  2.0366  -2.9581  -0.667
Se  3.0465  0.1052  -3.1833  0.174
C  0.2081  2.1583  -3.4733  -0.607
Se  -0.7081  2.9988  -1.9211  0.370
H  -0.1240  4.7138  -3.5521  -0.017
H  1.8233  4.3951  -2.5445  0.094
H  2.6189  4.5682  -4.1252  0.124
H  1.7185  1.3022  -5.4870  0.085
H  2.9483  2.5636  -5.5111  0.115
H  0.7775  3.9069  -5.7549  0.049
H  2.4172  2.2308  -1.9163  0.025
H  3.6353  2.5642  -3.1380  0.039
H  0.3264  1.0780  -3.3170  -0.037
H  -0.4604  2.2730  -4.3249  0.050
C  -1.1660  -4.6938  -0.4196  -0.386
C  -2.4087  -4.7387  0.4822  -0.364
C  -2.1024  -4.5295  1.9600  -0.383
Sb  -1.3759  -2.5571  2.5247  1.461
C  -3.2666  -1.5361  2.4009  -0.367
C  -3.3175  -0.2823  1.7943  -0.139
C  -4.5121  0.4176  1.6821  -0.084
C  -5.6879  -0.1387  2.1697  -0.115
C  -5.6563  -1.3902  2.7708  -0.103
C  -4.4528  -2.0751  2.8912  -0.130
C  -1.7826  -3.0941  4.6432  -0.383
C  -2.4122  -2.2136  5.5261  -0.155
C  -2.5799  -2.5209  6.8717  -0.111
C  -2.1158  -3.7285  7.3761  -0.127
C  -1.4756  -4.6161  6.5225  -0.119
C  -1.3110  -4.2948  5.1792  -0.149
Sb  -1.2463  -3.2965  -2.0735  1.474
C  -1.2423  -4.9114  -3.5626  -0.400
C  -0.5389  -4.7570  -4.7561  -0.139
C  -0.4985  -5.7670  -5.7128  -0.109
C  -1.1665  -6.9622  -5.4908  -0.121
C  -1.8733  -7.1401  -4.3070  -0.111
C  -1.9052  -6.1249  -3.3602  -0.157
C  -3.3904  -3.0332  -2.2275  -0.347
C  -4.0309  -2.1717  -1.3313  -0.128
C  -5.3990  -1.9488  -1.4066  -0.082
C  -6.1577  -2.5689  -2.3909  -0.113
C  -5.5330  -3.4090  -3.3010  -0.110
C  -4.1633  -3.6360  -3.2182  -0.128
H  -0.9129  -5.6795  -0.8129  0.036
H  -0.3018  -4.3457  0.1498  0.027
H  -2.9049  -5.7097  0.3581  0.098
H  -3.1457  -3.9964  0.1774  0.060
H  -1.3410  -5.2390  2.3004  0.041
H  -2.9895  -4.6991  2.5769  0.043
H  -2.4154  0.1434  1.3794  0.068
H  -4.5215  1.3855  1.1946  0.098
H  -6.6253  0.3971  2.0745  0.092
H  -6.5701  -1.8353  3.1480  0.092
H  -4.4444  -3.0446  3.3797  0.093
H  -2.7891  -1.2643  5.1590  0.089
H  -3.0761  -1.8140  7.5274  0.091
H  -2.2486  -3.9739  8.4234  0.086
H  -1.1027  -5.5616  6.9009  0.088
H  -0.8002  -5.0099  4.5416  0.081
H  -0.0038  -3.8318  -4.9445  0.092
H  0.0589  -5.6168  -6.6299  0.093
H  -1.1359  -7.7515  -6.2328  0.087
H  -2.4007  -8.0698  -4.1250  0.090
H  -2.4714  -6.2809  -2.4466  0.094
H  -3.4481  -1.6929  -0.5569  0.064
H  -5.8652  -1.2880  -0.6856  0.090
H  -7.2257  -2.3949  -2.4527  0.089
H  -6.1108  -3.8928  -4.0804  0.090
H  -3.7009  -4.2974  -3.9405  0.080
C  -2.7311  4.3714  1.2851  -0.041
C  -1.9645  3.4563  2.1976  -0.249
C  -2.0902  3.4875  3.5797  -0.035
C  -1.3701  2.6056  4.3662  -0.117
C  -0.5421  1.7052  3.7129  -0.758
Br  0.4406  0.4459  4.7540  0.703
N  -0.4029  1.6450  2.4117  0.048
C  -1.0958  2.5129  1.6658  -0.126
H  -2.7995  5.3787  1.6994  0.076
H  -3.7490  4.0047  1.1348  0.077
H  -2.2547  4.4294  0.3059  0.044
H  -2.7534  4.2059  4.0500  0.113
H  -1.4474  2.6029  5.4436  0.091
H  -0.9380  2.4490  0.5899  -0.032
F  -1.4875  -2.0128  0.1281  -0.819

The energy above the lowest of the compared OMol25 structures with the same formula, charge and spin is 0.00 kcal per mole. The electronic energy is -9655.89763 Eh. As for the maximum force: 0.4 eV/A. The HOMO energy comes out at -1.32 eV. Its net charge is -2. The value obtained for the LUMO energy is 3.57 eV. The HOMO-LUMO gap comes out at 4.89 eV.

Here is a structure of composition C38H43Br4CsN8O5P2S from OMol25. Energies are from ωB97M-V with the def2-TZVPD basis set.

Last column: Löwdin charge in e.
Cartesian coordinates (Å):
Cs  -0.0451  -0.1846  -0.4611  1.538
N  2.6489  1.4345  0.2584  0.104
C  3.3802  2.4241  0.8612  -0.265
C  4.7800  2.3672  0.8778  -0.062
C  5.5366  3.3390  1.5147  -0.151
C  4.9083  4.3978  2.1513  -0.148
C  3.5159  4.4580  2.1366  -0.066
C  2.7283  3.4975  1.5153  -0.142
C  1.2386  3.6166  1.5249  -0.267
C  0.7037  4.8254  1.0573  -0.081
C  -0.6650  5.0375  1.0427  -0.143
C  -1.4949  4.0269  1.5037  -0.143
C  -0.9381  2.8349  1.9633  -0.204
C  0.4354  2.5527  1.9979  -0.081
H  3.1160  0.8454  -0.4137  0.088
H  1.7147  1.7066  -0.0256  -0.006
H  5.2715  1.5459  0.3644  0.094
H  6.6195  3.2660  1.5040  0.078
H  5.4858  5.1661  2.6536  0.073
H  3.0099  5.2757  2.6388  0.102
H  1.3705  5.5925  0.6682  0.096
H  -1.0751  5.9597  0.6437  0.078
H  -2.5765  4.1562  1.4807  0.074
H  -1.6360  2.0647  2.3027  0.035
N  -5.0798  0.1364  2.4720  0.111
C  -5.7920  1.2727  2.0405  -0.255
C  -6.6437  1.9436  2.9063  -0.039
C  -7.3559  3.0533  2.4720  -0.107
C  -7.1907  3.5193  1.1778  -0.106
C  -6.3119  2.8705  0.3204  -0.099
C  -5.6370  1.7326  0.7340  -0.457
S  -4.5557  0.8686  -0.3518  1.002
N  -3.4854  0.1298  0.7066  -0.211
C  -3.8273  -0.1520  1.8929  -0.371
C  -2.8589  -0.8443  2.7618  -0.221
C  -3.2626  -1.6766  3.8073  -0.034
C  -2.2867  -2.2448  4.6071  -0.085
C  -0.9561  -1.9665  4.3462  -0.067
C  -0.6468  -1.1514  3.2598  -0.103
N  -1.5793  -0.6151  2.4910  0.134
H  -5.0526  0.0694  3.4789  0.114
H  -6.7488  1.5897  3.9266  0.106
H  -8.0232  3.5623  3.1556  0.093
H  -7.7229  4.3985  0.8392  0.095
H  -6.1383  3.2492  -0.6793  0.108
H  -4.3101  -1.8943  3.9789  0.102
H  -2.5628  -2.8938  5.4301  0.098
H  -0.1693  -2.3677  4.9721  0.091
H  0.3753  -0.8946  2.9972  0.112
Br  -0.7600  3.5711  -6.5434  0.598
C  -0.0539  2.3187  -5.2920  -0.785
C  0.5588  1.1673  -5.7336  -0.795
Br  0.7092  0.7892  -7.5926  0.592
C  1.0604  0.2595  -4.7765  -0.631
Br  1.9515  -1.3417  -5.3374  0.646
C  0.9812  0.4419  -3.3875  -0.514
O  1.4218  -0.4001  -2.5324  -0.389
C  0.3186  1.6849  -2.9190  -0.507
O  0.1988  1.8970  -1.6716  -0.443
C  -0.1636  2.5604  -3.9094  -0.647
Br  -1.0091  4.1308  -3.2488  0.683
C  2.6458  -5.8248  -0.1754  -0.111
N  2.5460  -4.3888  -0.2743  -0.297
C  3.4892  -3.7332  -1.1685  -0.076
P  1.3404  -3.5417  0.4707  0.457
O  1.5447  -2.1071  0.3209  -0.445
O  0.0141  -4.1966  -0.1736  -0.267
P  -1.3981  -3.5665  -0.6987  0.471
O  -1.6395  -2.1923  -0.2797  -0.496
N  -1.3505  -3.7389  -2.3416  -0.280
C  -1.0894  -5.0520  -2.9028  -0.109
C  -0.6592  -2.6637  -3.0756  -0.099
N  -2.4554  -4.6632  -0.0510  -0.290
C  -2.2477  -6.0885  0.0558  -0.137
C  -3.8054  -4.2070  0.2401  -0.088
N  1.1845  -4.0195  2.0509  -0.281
C  0.4152  -5.1372  2.5448  -0.105
C  2.2469  -3.5636  2.9348  -0.096
H  3.6019  -6.1297  0.2660  0.082
H  2.5668  -6.2924  -1.1641  0.081
H  1.8422  -6.2188  0.4476  0.061
H  4.5096  -3.8146  -0.7799  0.082
H  3.2225  -2.6823  -1.2746  0.082
H  3.4546  -4.1989  -2.1587  0.084
H  -1.7557  -5.7972  -2.4696  0.059
H  -0.0482  -5.3712  -2.7544  0.085
H  -1.2769  -5.0138  -3.9765  0.086
H  -0.9090  -1.6944  -2.6555  0.041
H  -0.9877  -2.6923  -4.1150  0.090
H  0.4293  -2.7632  -3.0431  0.066
H  -1.2070  -6.3359  -0.1454  0.071
H  -2.8799  -6.6462  -0.6467  0.079
H  -2.4962  -6.4296  1.0675  0.082
H  -3.8397  -3.1206  0.1786  0.073
H  -4.0849  -4.5068  1.2550  0.083
H  -4.5315  -4.6317  -0.4624  0.083
H  -0.3900  -5.3717  1.8547  0.053
H  -0.0322  -4.8675  3.5061  0.079
H  1.0327  -6.0342  2.6963  0.080
H  2.6716  -2.6397  2.5449  0.088
H  3.0433  -4.3123  3.0395  0.082
H  1.8332  -3.3594  3.9250  0.072

The energy above the lowest of the compared OMol25 structures with the same formula, charge and spin is 72.93 kcal per mole. The electronic energy is -13685.30955 Eh. As for the maximum force: 2.9 eV/A. The HOMO energy comes out at -0.40 eV. Its net charge is -2. The value obtained for the LUMO energy is 2.89 eV. The HOMO-LUMO gap comes out at 3.29 eV.

Here is a structure of composition C38H43BrN3Sr from OMol25. Energies are from ωB97M-V with the def2-TZVPD basis set.

Last column: Löwdin charge in e.
Cartesian coordinates (Å):
Sr  -0.2351  0.3182  -1.1961  1.114
C  -0.4052  -0.7837  3.7604  -0.033
C  -0.9409  0.5149  3.2032  -0.175
C  -0.2104  1.7009  3.3637  -0.169
C  1.1507  1.6125  4.0168  -0.039
C  -0.7498  2.9086  2.9125  -0.196
C  -0.0225  4.2249  3.0191  -0.053
C  -2.0177  2.9267  2.3138  -0.217
C  -2.5679  4.2484  1.8436  -0.068
C  -2.7257  1.7404  2.1250  -0.184
C  -4.0971  1.7674  1.4895  -0.045
C  -2.1683  0.5247  2.5394  -0.181
C  -2.8742  -0.7821  2.2512  -0.055
H  0.1457  -1.3436  3.0006  0.058
H  -1.2115  -1.4222  4.1196  0.078
H  0.2717  -0.6158  4.5954  0.071
H  1.0635  1.4072  5.0881  0.085
H  1.7312  2.5223  3.9085  0.058
H  1.7401  0.8015  3.5841  0.064
H  0.1287  4.6400  2.0202  0.050
H  0.9504  4.1451  3.4921  0.055
H  -0.6053  4.9499  3.5934  0.077
H  -1.9038  4.6736  1.0900  0.030
H  -2.6433  4.9653  2.6662  0.078
H  -3.5511  4.1556  1.3919  0.058
H  -4.0392  1.9455  0.4114  0.083
H  -4.7121  2.5612  1.9134  0.074
H  -4.6314  0.8335  1.6413  0.061
H  -3.6381  -1.0155  3.0009  0.088
H  -2.1715  -1.6110  2.2174  0.062
H  -3.3544  -0.7641  1.2748  0.061
C  -3.0984  2.8640  -4.3388  -0.076
C  -2.4592  2.7507  -5.5650  -0.077
C  -1.3963  1.8806  -5.6909  -0.025
C  -0.9817  1.1151  -4.5943  -0.233
N  -1.6030  1.2425  -3.4120  0.034
C  -2.6174  2.0960  -3.2962  -0.168
C  0.1643  0.1687  -4.6990  -0.242
C  0.3805  -0.4644  -5.9291  -0.078
C  1.4207  -1.3639  -6.0904  -0.123
C  2.2628  -1.6130  -5.0154  -0.126
C  2.0418  -0.9570  -3.8102  -0.178
C  0.9941  -0.0512  -3.5779  -0.156
H  -3.9241  3.5438  -4.1819  0.096
H  -2.7753  3.3507  -6.4100  0.100
H  -0.8574  1.8061  -6.6246  0.103
H  -3.0555  2.1820  -2.3071  0.093
H  -0.2923  -0.2923  -6.7639  0.093
H  1.5608  -1.8705  -7.0384  0.086
H  3.0798  -2.3209  -5.1152  0.086
H  2.7320  -1.1935  -2.9992  0.064
C  1.8854  -5.0696  1.5462  -0.093
C  1.3618  -3.7946  2.2080  -0.215
C  2.3022  -2.6112  2.1022  -0.181
C  3.4563  -2.6426  2.8815  -0.058
C  4.3180  -1.5639  2.9398  -0.089
C  3.9975  -0.4115  2.2377  -0.057
C  2.8534  -0.3286  1.4564  -0.182
C  2.5776  0.9753  0.7505  -0.231
C  3.1120  1.0133  -0.6825  -0.094
C  2.0228  -1.4594  1.3423  -0.198
N  0.8645  -1.3715  0.5433  0.012
C  0.6048  -2.3444  -0.2743  -0.163
C  -0.5714  -2.5054  -1.0508  -0.410
C  -0.7036  -3.4510  -2.0887  -0.065
C  -1.9608  -3.2590  -2.6331  -0.105
C  -2.5331  -2.2027  -1.9003  -0.201
N  -1.7239  -1.7463  -0.9409  -0.076
H  1.2182  -5.9109  1.7408  0.070
H  2.8754  -5.3261  1.9275  0.067
H  1.9716  -4.9541  0.4652  0.062
H  1.2099  -3.9960  3.2733  0.113
H  0.3806  -3.5454  1.8061  0.098
H  3.6597  -3.5298  3.4722  0.108
H  5.2105  -1.6040  3.5511  0.094
H  4.6401  0.4594  2.3072  0.112
H  3.0540  1.7681  1.3335  0.112
H  1.5224  1.2620  0.7436  0.033
H  4.1948  0.8755  -0.6960  0.080
H  2.8632  1.9617  -1.1592  0.061
H  2.6813  0.2199  -1.2992  0.029
H  1.3475  -3.1292  -0.4534  0.127
H  0.0484  -4.1616  -2.3988  0.101
H  -2.4086  -3.7903  -3.4580  0.081
H  -3.5140  -1.7657  -2.0348  0.094
Br  -0.0998  3.3154  -0.7503  -0.198

The energy above the lowest of the compared OMol25 structures with the same formula, charge and spin is 10.32 kcal per mole. The electronic energy is -4243.01174 Eh. As for the maximum force: 1.1 eV/A. The HOMO energy comes out at -4.67 eV. Its net charge is -1. The value obtained for the LUMO energy is 2.65 eV. The HOMO-LUMO gap comes out at 7.32 eV.

Here is a cluster of 7 separate species, C38H43IN8O4PS in total from OMol25. Energies are from ωB97M-V with the def2-TZVPD basis set.

Last column: Löwdin charge in e.
Cartesian coordinates (Å):
C  -1.9379  -4.1923  -1.8590  -0.147
C  -0.8949  -3.0219  -1.3785  -0.325
C  0.6954  -3.5362  -1.3159  -0.724
I  1.2508  -3.5204  0.8008  0.794
C  1.5364  -2.4991  -2.2671  -0.503
C  3.1094  -2.3580  -1.8276  -0.351
C  3.2803  -0.8936  -1.0900  -0.464
S  1.6181  -0.0251  -1.2090  0.855
C  1.8013  1.8171  -1.4933  -0.457
N  1.2797  2.7359  -0.4026  -0.063
N  1.4402  4.0701  -0.7511  -0.031
C  2.1054  4.0018  -2.1401  -0.080
O  2.3375  2.6083  -2.6116  -0.113
P  1.5513  -3.3074  -4.0353  0.699
O  2.2771  -4.7069  -3.9048  -0.415
O  -0.0767  -3.4157  -4.7135  -0.267
O  2.4441  -2.2249  -5.1084  -0.276
H  -1.9888  -4.3396  -3.0308  0.070
H  -3.0423  -3.8711  -1.5395  0.045
H  -1.7205  -5.1869  -1.2671  0.058
H  -1.2040  -2.6646  -0.2849  0.061
H  -0.9339  -2.0444  -2.0504  0.100
H  0.7186  -4.6298  -1.7938  0.081
H  3.5432  -3.2621  -1.2245  0.084
H  3.7390  -2.3130  -2.8407  0.095
H  3.5518  -1.0742  0.0464  0.068
H  4.1679  -0.3006  -1.5771  0.075
H  2.3237  5.0303  -2.6736  0.128
H  -0.0648  -2.8218  -5.5447  0.074
H  1.9485  -1.3318  -5.1404  0.083
N  1.2094  6.2621  4.3317  0.038
C  0.6926  5.8302  3.1605  -0.158
C  1.2050  4.7640  2.4388  -0.082
C  2.3178  4.1007  2.9449  -0.075
C  2.8738  4.5234  4.1480  -0.086
C  2.2885  5.5974  4.7989  -0.169
H  -0.1729  6.3820  2.8055  0.096
H  0.7477  4.4584  1.5045  0.059
H  2.7482  3.2613  2.4066  0.102
H  3.7414  4.0279  4.5687  0.093
H  2.6834  5.9626  5.7428  0.078
N  3.5272  5.3294  8.3526  0.053
C  2.4646  4.9642  9.1028  -0.147
C  2.4546  3.8587  9.9383  -0.079
C  3.6021  3.0759  10.0077  -0.084
C  4.7121  3.4253  9.2455  -0.081
C  4.6274  4.5511  8.4422  -0.152
H  1.5922  5.6047  9.0117  0.104
H  1.5735  3.6139  10.5204  0.100
H  3.6314  2.2009  10.6505  0.103
H  5.6213  2.8355  9.2769  0.100
H  5.4684  4.8671  7.8312  0.102
N  -4.9864  -2.4527  -1.4406  0.056
C  -6.1666  -2.4845  -0.7837  -0.145
C  -7.3635  -2.0471  -1.3281  -0.084
C  -7.3516  -1.5420  -2.6240  -0.090
C  -6.1512  -1.4946  -3.3254  -0.075
C  -5.0065  -1.9588  -2.6976  -0.141
H  -6.1236  -2.8840  0.2253  0.101
H  -8.2825  -2.0985  -0.7554  0.085
H  -8.2699  -1.1886  -3.0836  0.082
H  -6.1084  -1.1062  -4.3367  0.098
H  -4.0459  -1.9461  -3.2048  0.104
N  -9.9494  0.4671  -2.2083  0.050
C  -10.2632  0.1841  -0.9251  -0.157
C  -10.2708  1.1252  0.0920  -0.074
C  -9.9323  2.4371  -0.2228  -0.078
C  -9.6025  2.7592  -1.5352  -0.075
C  -9.6268  1.7495  -2.4838  -0.144
H  -10.5169  -0.8537  -0.7292  0.100
H  -10.5337  0.8422  1.1049  0.101
H  -9.9259  3.2021  0.5481  0.105
H  -9.3337  3.7722  -1.8127  0.101
H  -9.3808  1.9514  -3.5225  0.103
N  0.1699  -7.0307  -0.0676  0.064
C  -0.3447  -7.9756  -0.8849  -0.148
C  0.3046  -9.1585  -1.2000  -0.084
C  1.5603  -9.3874  -0.6476  -0.091
C  2.1176  -8.4322  0.1964  -0.078
C  1.3898  -7.2819  0.4550  -0.171
H  -1.3252  -7.7493  -1.2935  0.097
H  -0.1575  -9.8835  -1.8604  0.096
H  2.1003  -10.3026  -0.8726  0.098
H  3.0945  -8.5805  0.6423  0.097
H  1.7803  -6.5082  1.1102  0.035
N  5.7934  5.0252  -4.1896  0.052
C  7.1094  5.2561  -3.9891  -0.162
C  7.9541  4.3777  -3.3294  -0.087
C  7.4182  3.1908  -2.8410  -0.080
C  6.0659  2.9254  -3.0303  -0.060
C  5.3022  3.8637  -3.7058  -0.148
H  7.4795  6.1970  -4.3857  0.096
H  9.0042  4.6135  -3.1992  0.096
H  8.0491  2.4783  -2.3175  0.104
H  5.6178  2.0098  -2.6613  0.099
H  4.2426  3.7009  -3.8818  0.081

The electronic energy is -3249.81020 Eh. As for the maximum force: 8.5 eV/A. The HOMO energy comes out at -3.26 eV. Its net charge is -1. The value obtained for the LUMO energy is 2.03 eV. The HOMO-LUMO gap comes out at 5.29 eV.

> Which of these has the highest maximum force?

C38H43IN8O4PS